Entry 1:
DFT (the ωB97M-V functional and the def2-TZVPD basis) results for the molecule C24H35N5O2.

- structure (SMILES) = Cc1cc(N2CCN(C)CC2)nc2ccc(NC(=O)CCC(=O)NCCC(C)C)cc12
- max |F| (Eh/bohr) = 0.0151
- net charge = 0
- spin multiplicity = 1
- electronic energy (a.u.) = -1359.857285
- E_HOMO (eV) = -7.288

The geometry in XYZ format:
```
66
C24H35N5O2 (the ωB97M-V functional and the def2-TZVPD basis)
C 2.9023 0.5835 -0.1840
C 2.0279 -0.5307 -0.6665
C 2.2604 -1.1315 -1.8700
C 1.4202 -2.1864 -2.3253
N 1.6729 -2.8592 -3.4894
C 2.3623 -2.2754 -4.6148
C 1.3579 -1.6114 -5.5623
N 0.4059 -2.6033 -6.0255
C -0.5054 -2.0597 -7.0073
C -0.2988 -3.1878 -4.8960
C 0.7051 -3.8364 -3.9427
N 0.4044 -2.6150 -1.6009
C 0.1554 -2.0478 -0.4088
C -0.9405 -2.5271 0.3392
C -1.2415 -1.9866 1.5550
C -0.4636 -0.9413 2.0900
N -0.8357 -0.4603 3.3539
C -0.3105 0.5627 4.0640
O 0.6705 1.2072 3.7479
C -1.0804 0.8627 5.3509
C -2.5484 1.2242 5.0599
C -2.6670 1.8519 3.6717
O -3.2596 1.3068 2.7629
N -2.0464 3.0401 3.5514
C -1.8068 3.6695 2.2696
C -0.3158 3.9543 2.0867
C 0.0859 4.2043 0.6305
C 1.5940 4.4381 0.5532
C -0.6581 5.3956 0.0313
C 0.6050 -0.4477 1.3785
C 0.9325 -0.9860 0.1237
H 2.3151 1.4914 -0.0554
H 3.7009 0.7827 -0.8949
H 3.3454 0.3308 0.7779
H 3.0982 -0.8051 -2.4663
H 3.1079 -1.5511 -4.2936
H 2.8700 -3.0840 -5.1504
H 1.8831 -1.2017 -6.4288
H 0.8569 -0.7797 -5.0308
H -1.1633 -2.8532 -7.3583
H 0.0667 -1.6811 -7.8535
H -1.1252 -1.2411 -6.6076
H -0.9901 -3.9438 -5.2743
H -0.8780 -2.4291 -4.3401
H 0.1930 -4.2396 -3.0709
H 1.2458 -4.6293 -4.4672
H -1.5294 -3.3277 -0.0799
H -2.0877 -2.3536 2.1195
H -1.6892 -0.8713 3.7062
H -1.0274 -0.0023 6.0153
H -0.5657 1.6910 5.8403
H -3.1825 0.3364 5.0722
H -2.9236 1.9153 5.8161
H -1.5187 3.4015 4.3303
H -2.1661 2.9712 1.5095
H -2.3930 4.5924 2.2046
H -0.0358 4.8217 2.6908
H 0.2445 3.0934 2.4590
H -0.1619 3.3090 0.0491
H 1.9195 4.5120 -0.4822
H 1.8587 5.3632 1.0614
H 2.1342 3.6240 1.0304
H -1.7259 5.2026 -0.0249
H -0.4966 6.2864 0.6352
H -0.2970 5.5963 -0.9750
H 1.1922 0.3537 1.7917
```

=====

Entry 2:
DFT (the ωB97M-V functional and the def2-TZVPD basis) results for a cluster of 7 separate species, CH17N3O6 in total at a distorted geometry.

- structure (SMILES) = N=C(N)N.O.O.O.O.O.O
- max |F| (Eh/bohr) = 0.0452
- net charge = 0
- spin multiplicity = 1
- electronic energy (a.u.) = -664.029626
- E_HOMO (eV) = -9.061

The geometry in XYZ format:
```
27
CH17N3O6 (the ωB97M-V functional and the def2-TZVPD basis)
N -0.4139 -1.8440 1.6173
C -0.4899 -0.5627 1.5842
N 0.5830 0.2554 1.3248
N -1.7175 0.0117 1.6856
H 0.4854 -2.1265 1.3321
H 0.4210 1.2275 1.5284
H 1.4724 -0.1211 1.6605
H -1.9234 0.9928 1.5014
H -2.4536 -0.6565 1.5707
O -0.9380 -0.9152 -2.0916
H -1.0774 -0.3585 -1.3138
H -1.3926 -1.7657 -1.9702
O 1.6399 0.0476 -1.8382
H 0.7648 -0.3486 -2.0664
H 2.2156 -0.2072 -2.5359
O 0.6070 2.6265 -1.6627
H 1.1797 1.7924 -1.5529
H -0.0117 2.4847 -2.4170
O -2.0739 -2.9668 -0.4185
H -1.3811 -2.9537 0.2447
H -2.3956 -2.0323 -0.3101
O 3.3078 -0.9864 1.6486
H 3.2336 -1.2938 0.7601
H 3.6238 -0.0919 1.4767
O -1.3553 3.0272 0.3055
H -1.4587 3.9444 0.0694
H -0.4513 2.8206 -0.1328
```